No. 1
{
  "formula": "C12H48N24O12",
  "method": "ωB97M-V with the def2-TZVPD basis set",
  "mol_weight_g_mol": 720.7,
  "relative_energy_kj_mol": 873.8,
  "orbital_gap_ev": 8.24,
  "elements": ["N", "C", "N", "O", "H", "H", "H", "H", "N", "C", "N", "O", "H", "H", "H", "H", "N", "C", "N", "O", "H", "H", "H", "H", "N", "C", "N", "O", "H", "H", "H", "H", "N", "C", "N", "O", "H", "H", "H", "H", "N", "C", "N", "O", "H", "H", "H", "H", "N", "C", "N", "O", "H", "H", "H", "H", "N", "C", "N", "O", "H", "H", "H", "H", "N", "C", "N", "O", "H", "H", "H", "H", "N", "C", "N", "O", "H", "H", "H", "H", "N", "C", "N", "O", "H", "H", "H", "H", "N", "C", "N", "O", "H", "H", "H", "H"],
  "xyz": [[-1.50, 0.56, 5.40], [-1.58, -0.47, 4.64], [-2.37, -1.30, 5.33], [-1.10, -0.66, 3.58], [-0.93, 1.24, 4.93], [-1.31, 0.46, 6.39], [-2.48, -2.12, 4.74], [-2.61, -1.31, 6.31], [0.28, 6.45, -3.78], [-0.01, 5.95, -2.60], [-0.05, 4.68, -2.68], [-0.40, 6.60, -1.64], [0.51, 7.43, -3.88], [0.81, 5.83, -4.38], [0.12, 4.19, -3.55], [-0.52, 4.11, -1.99], [-2.11, -3.51, -3.77], [-1.59, -2.32, -3.55], [-0.40, -2.44, -3.10], [-2.21, -1.28, -3.58], [-3.10, -3.38, -3.93], [-1.48, -4.28, -3.60], [0.30, -2.96, -3.62], [-0.10, -1.67, -2.53], [4.13, -2.81, 5.28], [3.28, -1.83, 5.51], [2.73, -1.53, 4.40], [2.94, -1.38, 6.61], [4.42, -2.74, 4.32], [4.62, -3.25, 6.05], [1.99, -0.84, 4.40], [3.06, -2.04, 3.59], [0.50, -4.26, -0.96], [1.43, -4.31, -0.07], [1.41, -5.52, 0.43], [2.21, -3.42, 0.26], [0.24, -3.42, -1.46], [-0.05, -5.11, -1.04], [2.28, -5.81, 0.86], [0.88, -6.12, -0.19], [0.20, 1.03, -4.81], [0.94, 1.94, -4.30], [1.62, 1.50, -3.32], [1.11, 3.08, -4.70], [-0.31, 1.22, -5.67], [0.36, 0.10, -4.45], [1.31, 0.65, -2.85], [2.31, 2.13, -2.95], [-2.42, 1.63, -3.33], [-3.11, 2.44, -4.07], [-3.71, 1.75, -4.97], [-3.13, 3.63, -3.91], [-1.80, 2.17, -2.74], [-2.54, 0.62, -3.33], [-4.32, 2.23, -5.61], [-3.61, 0.74, -4.96], [0.84, -0.74, 1.07], [0.53, -0.08, -0.07], [0.15, 1.14, 0.10], [0.49, -0.60, -1.17], [1.19, -1.67, 0.89], [0.62, -0.30, 1.95], [-0.20, 1.47, -0.78], [0.04, 1.58, 1.00], [0.32, 3.70, 5.53], [1.21, 3.00, 4.93], [0.90, 2.81, 3.68], [2.19, 2.72, 5.56], [0.33, 3.83, 6.53], [-0.33, 4.21, 4.96], [0.00, 3.16, 3.38], [1.52, 2.34, 3.03], [-2.30, -3.06, 2.22], [-1.30, -3.89, 2.17], [-0.27, -3.38, 2.71], [-1.34, -5.05, 1.89], [-3.20, -3.39, 1.88], [-2.08, -2.14, 2.55], [0.53, -3.99, 2.70], [0.02, -2.44, 2.94], [-3.13, 4.74, -0.52], [-2.69, 3.57, -0.50], [-3.58, 2.77, 0.07], [-1.58, 3.22, -0.90], [-4.09, 4.80, -0.21], [-2.58, 5.50, -0.90], [-3.46, 1.78, 0.23], [-4.21, 3.23, 0.71], [3.77, -3.73, -2.40], [4.10, -2.53, -2.73], [3.53, -1.60, -2.00], [4.92, -2.34, -3.56], [3.01, -3.98, -1.78], [4.47, -4.41, -2.66], [2.67, -1.86, -1.53], [3.87, -0.66, -2.11]]
}



No. 2
{
  "formula": "C12H48N4O12",
  "method": "ωB97M-V with the def2-TZVPD basis set",
  "mol_weight_g_mol": 440.5,
  "relative_energy_kj_mol": 30.6,
  "orbital_gap_ev": 9.75,
  "elements": ["N", "C", "N", "O", "H", "H", "H", "H", "N", "C", "N", "O", "H", "H", "H", "H", "C", "O", "H", "H", "H", "H", "C", "O", "H", "H", "H", "H", "C", "O", "H", "H", "H", "H", "C", "O", "H", "H", "H", "H", "C", "O", "H", "H", "H", "H", "C", "O", "H", "H", "H", "H", "C", "O", "H", "H", "H", "H", "C", "O", "H", "H", "H", "H", "C", "O", "H", "H", "H", "H", "C", "O", "H", "H", "H", "H"],
  "xyz": [[-1.19, -1.78, -1.13], [-1.20, -1.10, 0.04], [-1.48, 0.22, -0.05], [-0.92, -1.65, 1.12], [-0.83, -2.70, -1.26], [-1.42, -1.24, -1.94], [-1.61, 0.79, 0.78], [-1.59, 0.63, -0.96], [4.39, -1.85, 2.11], [4.27, -1.97, 3.47], [3.05, -1.51, 3.94], [5.14, -2.36, 4.22], [3.60, -1.53, 1.59], [5.24, -2.14, 1.66], [2.35, -1.07, 3.34], [3.05, -1.40, 4.94], [1.45, 0.36, -1.89], [1.64, -0.58, -2.93], [0.41, 0.71, -1.95], [1.64, -0.11, -0.93], [2.13, 1.22, -1.93], [1.66, -0.10, -3.76], [-0.26, -5.08, 0.06], [0.63, -3.95, 0.03], [-1.28, -4.75, -0.15], [0.08, -5.75, -0.72], [-0.24, -5.59, 1.02], [0.75, -3.69, 0.95], [0.34, 4.52, 1.90], [1.25, 4.70, 2.98], [-0.05, 3.50, 1.89], [-0.56, 5.12, 2.05], [0.85, 4.75, 0.97], [0.82, 4.95, 3.79], [-3.99, 1.62, 2.13], [-2.56, 1.71, 2.12], [-4.34, 1.78, 1.11], [-4.33, 0.64, 2.48], [-4.42, 2.38, 2.78], [-2.27, 1.79, 3.04], [3.24, 1.43, 6.01], [3.34, 2.08, 7.26], [2.49, 0.63, 6.03], [3.02, 2.17, 5.24], [4.17, 0.92, 5.75], [2.62, 1.81, 7.84], [-1.91, -1.01, 4.48], [-2.60, -1.55, 3.37], [-1.38, -0.10, 4.18], [-2.64, -0.72, 5.25], [-1.24, -1.74, 4.94], [-2.04, -1.37, 2.59], [0.37, -4.62, 3.88], [1.17, -3.94, 2.89], [-0.63, -4.72, 3.44], [0.73, -5.65, 3.97], [0.41, -4.15, 4.86], [1.58, -3.18, 3.33], [4.91, 2.18, 2.78], [4.09, 3.32, 2.83], [5.94, 2.52, 2.87], [4.71, 1.44, 3.57], [4.82, 1.59, 1.86], [3.18, 3.07, 2.64], [-0.54, 2.46, 5.65], [-1.32, 2.59, 4.45], [0.43, 2.03, 5.42], [-0.45, 3.43, 6.13], [-1.05, 1.73, 6.28], [-1.19, 3.46, 4.06], [0.99, 0.95, 2.28], [1.32, -0.41, 2.04], [0.87, 1.47, 1.32], [0.12, 1.06, 2.93], [1.85, 1.46, 2.72], [0.54, -0.85, 1.66]]
}



No. 3
{
  "formula": "C12H52N12O17",
  "method": "ωB97M-V with the def2-TZVPD basis set",
  "mol_weight_g_mol": 636.6,
  "relative_energy_kj_mol": 134.7,
  "orbital_gap_ev": 9.47,
  "elements": ["C", "C", "O", "O", "H", "H", "H", "H", "H", "H", "C", "C", "O", "O", "H", "H", "H", "H", "H", "H", "C", "C", "O", "O", "H", "H", "H", "H", "H", "H", "C", "O", "N", "N", "H", "H", "H", "H", "C", "O", "N", "N", "H", "H", "H", "H", "C", "O", "N", "N", "H", "H", "H", "H", "C", "O", "N", "N", "H", "H", "H", "H", "C", "O", "N", "N", "H", "H", "H", "H", "C", "O", "N", "N", "H", "H", "H", "H", "O", "H", "H", "O", "H", "H", "O", "H", "H", "O", "H", "H", "O", "H", "H"],
  "xyz": [[-2.07, 3.46, -2.46], [-2.27, 4.74, -1.68], [-3.45, 4.58, -0.87], [-1.61, 2.39, -1.58], [-1.34, 3.42, -3.28], [-2.98, 2.98, -2.83], [-2.40, 5.55, -2.40], [-1.42, 5.03, -1.06], [-4.17, 5.07, -1.26], [-2.12, 2.35, -0.76], [0.24, -0.64, -0.11], [-1.18, -0.42, 0.48], [-1.42, 0.93, 0.82], [0.20, -0.39, -1.50], [0.53, -1.68, 0.07], [0.96, -0.03, 0.46], [-1.29, -1.10, 1.33], [-1.88, -0.74, -0.28], [-0.81, 1.15, 1.54], [0.64, -1.14, -1.92], [4.52, -0.20, 1.33], [5.98, 0.10, 1.48], [6.65, 0.44, 0.28], [3.85, 1.03, 1.00], [4.17, -0.76, 2.20], [4.44, -0.91, 0.50], [6.50, -0.64, 2.09], [6.17, 0.95, 2.16], [6.23, 1.20, -0.14], [2.93, 0.82, 1.22], [-3.15, -0.05, 4.23], [-2.58, -0.85, 4.97], [-4.44, -0.17, 3.82], [-2.50, 1.08, 3.77], [-5.17, -0.65, 4.31], [-4.78, 0.18, 2.94], [-1.51, 1.11, 3.92], [-2.87, 1.51, 2.94], [1.36, 2.72, 3.50], [1.37, 1.81, 2.66], [1.53, 4.03, 3.12], [1.12, 2.54, 4.82], [1.15, 4.79, 3.66], [1.65, 4.14, 2.12], [1.37, 3.22, 5.52], [0.69, 1.68, 5.09], [1.92, -2.04, 3.83], [3.10, -2.10, 4.16], [1.21, -0.90, 3.59], [1.10, -3.16, 3.92], [0.22, -1.09, 3.64], [1.61, -0.01, 3.37], [1.65, -3.95, 4.20], [0.12, -3.01, 4.04], [-0.78, -0.08, -5.92], [-0.50, 0.76, -6.78], [-1.68, -1.09, -6.17], [-0.33, -0.04, -4.65], [-2.13, -0.94, -7.07], [-1.78, -1.92, -5.63], [-0.46, -0.78, -3.97], [0.23, 0.77, -4.44], [2.74, -2.35, -2.40], [1.67, -2.98, -2.36], [3.87, -2.57, -1.63], [2.87, -1.28, -3.24], [3.80, -3.23, -0.88], [4.66, -1.99, -1.81], [3.70, -0.73, -3.19], [2.14, -1.22, -3.93], [-3.58, -3.29, -0.95], [-4.37, -2.37, -0.77], [-3.56, -4.05, -2.07], [-2.56, -3.55, -0.09], [-2.73, -4.58, -2.29], [-4.19, -4.03, -2.85], [-2.46, -2.92, 0.69], [-1.72, -4.06, -0.34], [-3.06, 0.18, -3.13], [-2.43, 0.61, -2.53], [-2.85, -0.76, -3.07], [1.56, 3.58, -0.62], [1.68, 2.63, -0.50], [1.10, 3.66, -1.46], [-1.21, -2.55, -3.17], [-0.65, -3.28, -3.49], [-1.41, -2.78, -2.26], [-2.14, 3.81, 1.68], [-2.65, 4.29, 1.00], [-1.53, 3.27, 1.18], [0.68, -4.24, 0.50], [0.74, -4.04, 1.45], [1.59, -4.24, 0.19]]
}